Below is a 3-piece molecular cluster, C32H66FN6O7 overall, with properties calculated with ωB97M-V/def2-TZVPD.

The HOMO energy comes out at -10.5 eV. The value obtained for the HOMO-LUMO gap is 8.10 eV. Its molecular weight is 665.91 g/mol. The calculation puts the electronic energy at -2213.7385 a.u. Its LUMO energy is -2.428 eV. Its total charge is +1.

Last column: Löwdin charge in e.
Positions of all 112 atoms, in Å:
1 F 0.8848 -3.2624 -1.8243  -0.074
2 O -1.5862 2.5441 6.9339  0.136
3 O 6.3234 -7.0733 -1.8552  -0.004
4 O -1.7933 -0.7252 1.8157  -0.118
5 O 0.0473 0.5013 0.0434  -0.098
6 O 4.6380 -2.0492 -4.6287  -0.016
7 O -2.7829 4.4212 6.7681  -0.026
8 O 1.5336 5.5507 1.2333  -0.039
9 N -4.0619 -1.3418 -2.8276  0.240
10 N 7.4941 -9.0150 -1.8959  -0.196
11 N -2.8425 -1.3212 -0.8281  0.186
12 N -0.5996 3.9424 -0.1352  -0.050
13 N 5.8003 -3.9969 -4.6788  -0.191
14 N -2.9270 0.5487 -2.1889  -0.012
15 C -4.5537 4.0508 3.4864  -0.199
16 C -3.2189 -0.9441 3.7765  -0.202
17 C 7.1660 -9.2455 -3.2921  -0.038
18 C 5.3328 -2.8916 -4.0806  -0.364
19 C 1.5290 -2.3157 -2.6412  -0.178
20 C -0.4030 4.5503 6.4219  0.021
21 C -1.1679 -1.6329 0.9472  -0.149
22 C -1.8590 1.0498 -1.3105  -0.052
23 C -4.0661 1.5105 -2.2194  -0.110
24 C -4.8567 1.5638 -0.8993  -0.154
25 C -3.8171 3.9267 5.9119  -0.170
26 C -4.7825 2.9160 -0.1533  -0.187
27 C -4.1105 4.1010 2.0177  -0.185
28 C -1.6138 3.7141 6.7271  -0.549
29 C -4.2447 2.7622 1.2708  -0.211
30 C 0.8741 5.9966 0.0427  -0.431
31 C -3.1127 -1.0347 2.2514  -0.220
32 C 0.6417 1.7893 -0.1215  -0.147
33 C -0.7585 0.0305 -1.0097  -0.402
34 C -3.2712 -0.7237 -1.9430  -0.369
35 C 0.0540 -0.2502 -2.2987  -0.091
36 C 5.4643 -4.2204 -6.0737  -0.041
37 C 7.0188 -7.9066 -1.3004  -0.337
38 C -1.3754 -1.2997 -0.5214  -0.144
39 C -0.0887 2.8574 0.7062  -0.177
40 C 0.4087 4.7919 -0.7714  -0.189
41 C -4.3815 -0.0623 4.2286  -0.096
42 C 1.4050 -0.9381 -2.0274  -0.135
43 C 8.3162 -9.9775 -1.1919  -0.056
44 C 1.8659 6.8319 -0.7477  -0.045
45 C -3.3923 3.8137 4.4501  -0.183
46 C 6.6269 -4.9674 -3.9806  -0.061
47 H 7.6250 -10.1777 -3.6120  0.087
48 H -2.2930 1.3949 -0.3677  0.120
49 H -4.4987 0.7819 -0.2211  0.093
50 H 1.0605 -2.3676 -3.6259  0.123
51 H 5.9200 -5.1529 -6.3978  0.086
52 H -4.1212 -0.9473 -3.7526  0.135
53 H 7.3199 -7.8164 -0.2442  0.135
54 H 5.8297 -3.4027 -6.6954  0.093
55 H 2.2127 -0.3383 -2.4511  0.128
56 H -4.6517 4.6186 6.0234  0.128
57 H -4.5960 -0.1788 5.2894  0.078
58 H 0.2058 0.6938 -2.8243  0.120
59 H -4.1513 2.9531 6.2821  0.125
60 H 7.5368 -8.4305 -3.9147  0.088
61 H -1.2278 4.5275 0.4056  0.093
62 H -3.3226 -1.9399 4.2112  0.109
63 H 1.6858 1.6998 0.1808  0.137
64 H 0.3193 4.4574 7.2321  0.093
65 H 0.5487 3.1971 1.5284  0.110
66 H -5.0353 4.9939 3.7581  0.115
67 H 7.8400 -10.9595 -1.1771  0.091
68 H -3.6183 2.4777 -2.4451  0.125
69 H -4.7065 1.2673 -3.0664  0.116
70 H -0.0039 6.6036 0.3014  0.143
71 H 4.3836 -4.2808 -6.2059  0.090
72 H -3.8061 -0.3147 1.7971  0.094
73 H 2.5756 -2.6035 -2.7230  0.105
74 H -3.4121 -2.0272 1.8938  0.115
75 H -0.6617 5.5931 6.2614  0.083
76 H -0.0944 -1.6346 1.1352  0.141
77 H -2.2749 -0.5295 4.1334  0.116
78 H -5.8984 1.3269 -1.1198  0.115
79 H 1.5886 -1.0292 -0.9552  0.125
80 H -3.2557 2.2973 1.2018  0.086
81 H -5.2973 3.2604 3.6261  0.112
82 H -0.5543 -0.8951 -2.9412  0.122
83 H 9.2950 -10.0740 -1.6651  0.091
84 H 2.8321 6.3241 -0.7263  0.090
85 H 7.6013 -5.0445 -4.4686  0.093
86 H 1.9828 7.8282 -0.3263  0.083
87 H -4.6987 4.8573 1.4910  0.112
88 H 6.7708 -4.6539 -2.9500  0.078
89 H -0.9255 -2.1066 -1.1059  0.141
90 H 0.0047 5.1658 -1.7180  0.119
91 H -0.9478 2.3618 1.1654  0.105
92 H 1.2910 4.1931 -1.0149  0.127
93 H -5.7695 3.3801 -0.1184  0.117
94 H 0.9463 5.6391 1.9904  0.088
95 H -5.2917 -0.3126 3.6749  0.077
96 H -1.5181 -2.6592 1.1287  0.138
97 H 6.1514 -5.9461 -3.9721  0.071
98 H 0.6488 2.0888 -1.1731  0.112
99 H -4.6915 -2.0860 -2.5743  0.135
100 H -4.8868 2.0849 1.8422  0.105
101 H -3.0672 4.4293 1.9786  0.095
102 H 5.6439 -2.8078 -3.0258  0.134
103 H 8.4592 -9.6464 -0.1651  0.083
104 H -2.5758 4.5134 4.2433  0.121
105 H 0.0534 4.1448 5.5168  0.089
106 H -3.1974 -2.2677 -0.7365  0.162
107 H -2.9985 2.8025 4.2942  0.106
108 H 1.5681 6.9144 -1.7946  0.080
109 H -1.4233 1.9250 -1.7913  0.132
110 H -4.1044 3.5856 -0.6915  0.110
111 H -4.1670 0.9879 4.0134  0.043
112 H 6.0862 -9.3085 -3.4289  0.094

Atomic forces in eV per Å
F -0.15 0.03 -0.05
O 0.09 -0.96 -0.15
O 0.05 -0.09 0.07
O 0.10 -0.06 0.03
O 0.11 0.06 -0.11
O -0.12 -0.02 0.12
O 0.32 0.58 -0.66
O -0.15 0.08 0.16
N -0.33 0.10 0.17
N 0.01 -0.02 -0.01
N 0.14 -0.87 -0.30
N 0.06 -0.02 0.01
N 0.01 0.01 0.03
N 0.65 0.02 0.42
C 0.24 0.20 0.12
C -0.01 0.08 0.04
C -0.01 0.02 0.02
C 0.05 0.02 -0.04
C 0.22 0.10 0.05
C 0.00 0.12 0.09
C -0.14 0.00 0.01
C -0.09 0.31 0.19
C -0.03 0.07 -0.55
C -0.09 0.18 0.02
C -0.41 -0.46 0.32
C 0.23 -0.25 0.10
C -0.24 -0.16 -0.04
C -0.25 0.55 0.27
C 0.18 0.17 -0.04
C 0.08 -0.08 -0.05
C -0.15 0.08 -0.02
C 0.09 0.18 -0.04
C -0.09 -0.12 -0.34
C -0.20 0.26 -0.14
C 0.07 0.03 0.43
C 0.00 0.01 0.01
C -0.03 0.01 0.01
C 0.07 0.16 0.30
C -0.13 -0.05 0.08
C -0.04 0.13 -0.04
C -0.07 -0.04 -0.28
C -0.10 -0.14 -0.30
C -0.02 0.01 -0.03
C 0.05 -0.19 -0.11
C 0.03 -0.36 0.07
C -0.05 0.11 -0.25
H 0.00 0.00 -0.01
H 0.00 -0.16 0.05
H -0.02 -0.04 -0.10
H 0.07 -0.05 -0.01
H 0.00 0.00 -0.01
H -0.33 0.13 0.14
H 0.00 0.00 0.00
H 0.01 0.00 0.00
H 0.00 0.03 0.09
H 0.14 0.12 0.05
H 0.07 0.09 0.02
H -0.01 -0.06 -0.10
H -0.02 0.02 -0.02
H 0.01 -0.01 0.00
H -0.04 -0.07 -0.04
H 0.08 0.00 -0.03
H -0.06 -0.10 0.09
H 0.01 0.00 -0.05
H 0.09 0.04 -0.12
H -0.01 -0.02 -0.02
H 0.00 0.00 0.02
H 0.02 -0.03 -0.01
H 0.01 -0.05 0.05
H 0.03 -0.04 0.04
H 0.00 -0.01 0.00
H 0.07 -0.01 -0.02
H -0.04 -0.11 -0.01
H 0.07 -0.01 0.03
H 0.01 -0.01 0.07
H -0.05 0.11 0.07
H -0.02 -0.04 0.07
H 0.01 -0.05 0.05
H 0.08 0.09 -0.03
H -0.08 -0.19 0.16
H -0.09 0.09 -0.02
H -0.03 0.18 -0.12
H 0.01 0.01 0.01
H 0.01 0.06 0.03
H 0.03 -0.02 0.05
H 0.03 -0.03 0.02
H 0.01 -0.01 0.02
H -0.02 -0.04 0.01
H -0.03 -0.06 0.11
H 0.02 -0.03 0.02
H 0.03 0.01 0.04
H -0.04 -0.02 0.00
H 0.07 0.09 -0.06
H 0.06 0.02 -0.10
H -0.03 -0.06 0.10
H -0.07 0.05 -0.01
H 0.02 0.02 0.06
H -0.02 -0.05 0.01
H 0.23 -0.15 -0.07
H 0.01 -0.03 -0.08
H -0.05 0.12 -0.06
H -0.01 -0.01 0.00
H 0.01 -0.01 0.00
H -0.13 0.11 0.02
H 0.02 -0.02 0.06
H 0.11 -0.03 -0.03
H 0.19 0.15 -0.10
H -0.07 0.13 0.05
H -0.09 0.03 0.00
H -0.15 0.12 -0.02
H -0.02 -0.04 0.11
H 0.00 -0.01 0.00